# 1
Entry from the OMol25 dataset: a structure of composition C34H32FN4O3PtS2 (ωB97M-V/def2-TZVPD).

CARTESIAN COORDINATES (ANGSTROEM)
Pt -0.5627 0.3197 0.0640
C -4.5499 -6.1713 -2.4657
C -3.8006 -5.2844 -1.5086
C -3.7967 -5.5477 -0.1444
C -3.0885 -4.7409 0.7370
C -2.3759 -3.6611 0.2501
C -2.3638 -3.3803 -1.1102
C -3.0768 -4.1882 -1.9776
S -1.4028 -2.6430 1.3441
O -0.0331 -2.8997 1.0246
O -1.8591 -2.9272 2.6837
N -1.7952 -1.1394 0.8712
C -3.1129 -0.7284 1.0527
C -4.1533 -1.4347 1.6354
C -5.4546 -0.9016 1.6960
C -5.7670 0.3343 1.2055
C -4.7374 1.1048 0.6207
C -4.9315 2.4094 0.1109
C -3.8822 3.1033 -0.4175
C -2.6120 2.4980 -0.4525
N -2.4166 1.2844 0.0011
C -3.4378 0.5717 0.5462
H -5.3273 -6.7375 -1.9525
H -3.8770 -6.8884 -2.9419
H -5.0197 -5.5884 -3.2588
H -4.3604 -6.3916 0.2375
H -3.0926 -4.9359 1.8017
H -1.8025 -2.5264 -1.4710
H -3.0750 -3.9639 -3.0385
H -3.9771 -2.3971 2.0854
H -6.2240 -1.5055 2.1624
H -6.7704 0.7363 1.2661
H -5.9227 2.8456 0.1582
H -4.0005 4.1067 -0.8023
H -1.7365 3.0005 -0.8431
C 2.5742 1.0979 4.2178
C 2.7952 2.4626 3.5820
N 2.9520 2.4038 2.1406
C 4.3019 2.1401 1.6536
C 5.0759 3.4211 1.3736
C 1.8979 2.5163 1.2909
S 0.3219 2.5752 1.8744
N 2.2962 2.5369 -0.0155
C 1.5163 2.2733 -1.0323
O 0.3175 1.8466 -1.0917
C 2.1503 2.5049 -2.3856
C 3.4313 3.0348 -2.5062
C 3.9986 3.2218 -3.7572
C 3.2917 2.8785 -4.9023
C 2.0150 2.3465 -4.7886
C 1.4477 2.1605 -3.5362
H 2.5073 1.1909 5.3041
H 3.3904 0.4111 3.9829
H 1.6425 0.6693 3.8506
H 3.7003 2.9301 3.9834
H 1.9507 3.1128 3.8046
H 4.2421 1.5175 0.7639
H 4.8093 1.5561 2.4261
H 4.5681 3.9935 0.5987
H 6.0924 3.1970 1.0421
H 5.1403 4.0425 2.2701
H 3.9730 3.2817 -1.6044
H 4.9986 3.6304 -3.8389
H 3.7380 3.0199 -5.8794
H 1.4617 2.0703 -5.6781
H 0.4576 1.7396 -3.4270
F 5.2217 -1.7805 0.0828
C 3.9143 -1.3802 0.0906
C 3.3103 -1.0976 1.2988
C 1.9858 -0.6828 1.2959
C 1.2523 -0.5367 0.1158
C 1.9114 -0.8490 -1.0753
C 3.2390 -1.2713 -1.1034
H 3.8700 -1.2075 2.2199
H 1.5045 -0.4672 2.2424
H 1.3872 -0.7434 -2.0193
H 3.7438 -1.4994 -2.0340

F_max ... 0.54 eV/A
HOMO energy ... -4.15 eV
Relative energy (zero: lowest compared OMol25 entry of this formula, charge and spin) ... 0.000 eV
Multiplicity ... 1
Electronic energy ... -75518.7156 eV
Frontier orbital gap ... 6.557 eV
Total charge ... -1

***

# 2
Entry from the OMol25 dataset: a structure of composition C38H23F3N6O2S3Ti at a distorted geometry (ωB97M-V/def2-TZVPD).

CARTESIAN COORDINATES (ANGSTROEM)
Ti -10.2416 -14.2888 12.9313
C -13.4684 -17.3741 12.6793
C -13.4452 -17.7370 11.2873
C -12.5669 -17.0563 10.4540
C -11.8205 -15.9642 10.9841
N -11.8434 -15.6584 12.3179
C -12.7059 -16.3020 13.1148
C -10.9955 -15.1786 10.1364
C -10.9750 -15.2697 8.7307
C -10.0841 -14.4968 7.9831
C -9.2141 -13.6340 8.6908
C -9.2983 -13.6093 10.1060
N -10.1962 -14.3354 10.7977
C -8.4129 -12.8590 10.9172
C -7.5359 -11.9140 10.3586
C -6.6503 -11.2388 11.1887
C -6.6322 -11.6376 12.5722
C -7.5713 -12.5607 13.0519
N -8.5245 -13.1138 12.2775
H -14.0620 -17.9708 13.3700
H -14.0780 -18.5207 10.9059
H -12.3736 -17.3294 9.4075
H -12.7975 -15.9271 14.1168
H -11.6495 -15.9608 8.2261
H -10.0482 -14.5410 6.8844
H -8.4363 -13.1002 8.1445
H -7.5987 -11.6971 9.2812
H -5.9581 -10.5056 10.8161
H -5.8660 -11.2753 13.2518
H -7.5189 -12.8966 14.0996
S -10.6580 -19.6285 17.9460
C -10.6376 -21.0384 16.9807
C -10.6585 -20.8082 15.6201
C -10.5796 -19.4125 15.3314
C -10.5859 -18.6316 16.4775
C -10.4858 -17.1851 16.4760
C -10.1415 -16.5879 15.2324
N -10.2068 -15.2630 14.9902
C -10.4222 -14.4429 16.0861
C -10.5912 -14.9622 17.4320
C -10.8716 -13.9998 18.4467
C -10.8638 -12.6443 18.2019
C -10.6684 -12.0992 16.9056
C -10.6630 -10.7331 16.5786
C -10.4024 -10.3469 15.2563
C -10.1668 -11.3471 14.2882
N -10.2451 -12.6481 14.5778
C -10.4647 -13.0722 15.8554
C -10.3915 -8.9355 14.8863
C -10.5476 -7.9174 15.7978
C -10.4515 -6.6329 15.1604
C -10.2219 -6.7310 13.8140
S -10.1967 -8.3564 13.2322
C -10.7039 -16.3592 17.6023
H -10.6528 -22.0031 17.4912
H -10.7087 -21.6076 14.9035
H -10.5680 -18.9350 14.3476
H -9.8992 -17.2322 14.3936
H -11.0539 -14.3670 19.4692
H -11.0131 -11.9694 19.0525
H -10.9228 -9.9859 17.3389
H -9.9869 -11.0800 13.2417
H -10.7263 -8.0986 16.8538
H -10.5222 -5.7018 15.7035
H -9.9984 -5.9158 13.1440
H -10.9734 -16.7692 18.5740
F -6.4214 -15.7491 11.7034
C -6.9300 -17.0119 11.8123
F -6.7465 -17.6515 10.6201
F -6.1603 -17.6593 12.7497
C -8.4147 -16.8971 12.2111
O -9.0884 -17.9139 12.0560
O -8.7985 -15.7777 12.7259
S -12.6361 -11.5037 10.3537
C -12.1706 -12.2848 11.6178
N -11.7980 -12.9649 12.5341

F_max ... 3.50 eV/A
HOMO energy (alpha / beta) ... -10.25 / -10.25 eV
Relative energy (zero: lowest compared OMol25 entry of this formula, charge and spin) ... 0.000 eV
Multiplicity ... 2
Electronic energy ... -116588.4752 eV
Frontier orbital gap (alpha / beta) ... 6.609 / 6.578 eV
Total charge ... +1

***

Question: Which formula does entry 2 have?
Answer: C38H23F3N6O2S3Ti